1.
{"formula": "C10H16", "method": "the ωB97M-V functional and the def2-TZVPD basis", "e_tot_ha": -390.6034, "relative_energy_kcal_mol": 20.39, "e_homo_ev": -8.9745, "homo_lumo_gap_ev": 9.952, "smiles": "Cc1ccccc1.CCC", "multiplicity": 1, "largest_force_ev_per_a": 1.962, "species": ["C", "C", "C", "C", "C", "C", "C", "H", "H", "H", "H", "H", "H", "H", "H", "C", "C", "C", "H", "H", "H", "H", "H", "H", "H", "H"], "coordinates": [[1.904024, 2.089468, -0.919605], [1.914276, 0.635798, -0.545680], [2.411220, -0.291842, -1.444010], [2.316599, -1.646567, -1.142596], [1.721349, -2.056116, 0.033771], [1.264946, -1.103796, 0.952203], [1.432118, 0.243119, 0.703700], [1.421602, 2.758589, -0.216208], [1.429323, 2.205010, -1.904829], [2.901279, 2.417776, -1.235691], [2.846697, -0.011907, -2.393018], [2.852592, -2.406033, -1.703874], [1.583450, -3.071369, 0.348384], [0.821853, -1.536546, 1.842429], [1.126456, 1.057181, 1.344046], [-3.138466, -0.903722, -0.114583], [-2.746306, 0.492096, 0.310049], [-1.830503, 0.619571, 1.518725], [-3.901191, -0.901612, -0.903066], [-2.307161, -1.505962, -0.475507], [-3.728924, -1.490176, 0.603644], [-3.580120, 1.194262, 0.306090], [-2.107569, 0.873047, -0.497010], [-1.344195, 1.597334, 1.439330], [-0.992369, -0.058544, 1.589366], [-2.270983, 0.800948, 2.503936]], "atomic_forces_ev_per_a": [[0.46, -0.04, -1.57], [0.10, 0.70, 0.19], [-0.25, -0.89, 0.05], [0.76, -0.44, 0.32], [-0.47, 0.99, 0.72], [0.28, -0.82, -0.01], [-0.19, 0.13, -0.89], [0.19, 0.01, 0.16], [-0.58, -0.09, 0.35], [0.16, 0.20, 0.83], [0.03, 0.28, 0.00], [-0.35, 0.20, -0.48], [0.23, -0.53, -0.37], [-0.02, 0.55, 0.22], [-0.16, -0.29, 0.41], [-1.54, -0.76, -0.10], [1.05, 0.00, -0.70], [0.03, 1.79, 0.81], [0.44, 0.43, -0.43], [0.13, 0.04, 0.18], [0.66, 0.18, 0.56], [-0.15, -0.18, 0.47], [-0.21, -0.04, -0.21], [0.24, 0.09, -0.36], [-0.31, -0.56, -0.12], [-0.53, -0.94, -0.05]]}


2.
{"formula": "C3H7O4P", "method": "the ωB97M-V functional and the def2-TZVPD basis", "e_tot_ha": -760.6082, "relative_energy_kcal_mol": 144.67, "e_homo_ev": -7.1790, "homo_lumo_gap_ev": 7.175, "smiles": "O/C=C(\\O)[PH2]=C(O)O", "multiplicity": 1, "largest_force_ev_per_a": 4.655, "species": ["O", "C", "C", "O", "P", "C", "O", "O", "H", "H", "H", "H", "H", "H", "H"], "coordinates": [[-3.098859, 0.051769, 0.758208], [-1.891299, -0.565389, 0.677502], [-0.981844, 0.026702, -0.123946], [-1.256495, 1.205852, -0.761648], [0.740158, -1.009340, -0.754252], [1.434548, 0.103624, 0.578176], [1.749659, 1.269194, 0.103287], [1.459580, -0.197342, 1.837413], [-3.171484, 0.913670, 0.281993], [-1.945091, -1.457264, 1.199690], [-0.594487, 1.738826, -1.167087], [0.291864, -0.464362, -1.893701], [2.107317, -0.896590, -1.436703], [2.153286, 1.677174, 0.875259], [1.545897, -1.181069, 1.845018]], "atomic_forces_ev_per_a": [[-2.06, 0.84, 0.43], [-0.19, 3.87, -2.57], [2.82, -1.67, 1.30], [-2.63, -0.18, 0.68], [0.93, -0.89, 0.99], [-2.51, -1.80, -3.28], [0.73, 0.12, 2.07], [1.08, 0.10, 0.31], [0.73, -1.15, 0.39], [0.79, -1.65, 0.65], [1.34, -0.23, -0.17], [-0.73, 0.69, -1.86], [-0.22, -0.30, 0.50], [0.38, 1.56, 0.25], [-0.47, 0.68, 0.30]]}


3.
{"formula": "C23H27N5O3S", "method": "the ωB97M-V functional and the def2-TZVPD basis", "e_tot_ha": -1790.4202, "relative_energy_kcal_mol": 0.00, "e_homo_ev": -8.1218, "homo_lumo_gap_ev": 8.754, "smiles": "COc1ccc(CNC(=O)[C@H](CCSC)NC(=O)N2CCn3c2nc2ccccc23)cc1", "multiplicity": 1, "largest_force_ev_per_a": 0.828, "species": ["C", "O", "C", "C", "C", "C", "C", "N", "C", "O", "C", "C", "C", "S", "C", "N", "C", "O", "N", "C", "C", "N", "C", "N", "C", "C", "C", "C", "C", "C", "C", "C", "H", "H", "H", "H", "H", "H", "H", "H", "H", "H", "H", "H", "H", "H", "H", "H", "H", "H", "H", "H", "H", "H", "H", "H", "H", "H", "H"], "coordinates": [[-4.389154, -1.007354, 0.820137], [-3.631712, -1.524234, -0.249839], [-2.409377, -2.067060, 0.031454], [-1.739090, -1.927652, 1.240780], [-0.501429, -2.521722, 1.413543], [0.086372, -3.269376, 0.403118], [1.483889, -3.809039, 0.577700], [2.416730, -2.764100, 0.183907], [2.776669, -1.800172, 1.059050], [2.770345, -1.926040, 2.264567], [3.136017, -0.481012, 0.345790], [3.799478, 0.515026, 1.287027], [4.390598, 1.712036, 0.562722], [3.111616, 2.709805, -0.291739], [4.112516, 4.198538, -0.580828], [1.880817, 0.053957, -0.149718], [1.344756, -0.346049, -1.315470], [1.874275, -1.101539, -2.115226], [0.090771, 0.182920, -1.559995], [-0.654021, -0.055509, -2.793400], [-2.058227, 0.543525, -2.539674], [-1.910075, 1.115502, -1.229915], [-0.695107, 0.855940, -0.676661], [-0.544614, 1.270489, 0.547327], [-1.762733, 1.855346, 0.846999], [-2.192283, 2.462909, 2.016575], [-3.480011, 2.965825, 2.047350], [-4.329542, 2.876424, 0.946856], [-3.925139, 2.274587, -0.231854], [-2.641860, 1.762971, -0.267593], [-0.581711, -3.391557, -0.809592], [-1.815740, -2.803194, -0.994321], [-3.920119, -0.125293, 1.265008], [-5.347910, -0.721165, 0.390651], [-4.547708, -1.765901, 1.592820], [-2.163666, -1.352467, 2.047886], [0.019313, -2.395932, 2.350796], [1.655686, -4.688182, -0.046308], [1.683257, -4.049304, 1.623632], [2.378385, -2.501371, -0.796557], [3.773758, -0.691313, -0.520667], [3.061226, 0.847154, 2.019006], [4.594741, -0.002117, 1.828108], [4.877903, 2.376731, 1.276816], [5.115389, 1.393318, -0.188898], [4.412983, 4.629831, 0.370378], [3.484691, 4.897912, -1.122400], [4.983949, 3.943172, -1.177650], [1.298448, 0.596919, 0.483630], [-0.685571, -1.128974, -2.994331], [-0.140409, 0.435896, -3.624577], [-2.317163, 1.308023, -3.278394], [-2.837970, -0.225197, -2.532817], [-1.534533, 2.536026, 2.867396], [-3.839202, 3.443321, 2.946885], [-5.326287, 3.285810, 1.015500], [-4.582823, 2.200577, -1.084443], [-0.133518, -3.956126, -1.614459], [-2.349652, -2.910887, -1.926635]], "atomic_forces_ev_per_a": [[-0.15, 0.13, 0.27], [0.29, -0.18, -0.28], [0.05, -0.06, -0.08], [-0.31, 0.17, -0.02], [0.05, -0.15, -0.10], [0.07, -0.14, 0.11], [-0.04, 0.13, 0.12], [0.16, -0.42, -0.29], [0.45, 0.22, -0.45], [-0.15, 0.06, 0.39], [0.06, -0.18, 0.22], [-0.04, -0.10, -0.24], [-0.31, 0.28, -0.28], [0.28, 0.21, 0.03], [-0.21, -0.49, 0.17], [0.04, 0.01, 0.15], [-0.09, 0.15, 0.23], [0.12, -0.12, -0.39], [-0.04, -0.01, -0.09], [0.31, -0.27, -0.45], [-0.38, -0.10, -0.32], [0.59, -0.06, 0.16], [-0.56, 0.40, 0.46], [0.58, -0.18, -0.11], [-0.46, 0.00, -0.37], [0.06, -0.09, -0.14], [-0.10, 0.06, 0.13], [-0.11, 0.04, 0.01], [0.04, -0.07, -0.18], [-0.04, 0.24, 0.58], [-0.05, 0.02, 0.13], [-0.20, 0.15, 0.01], [-0.02, -0.03, 0.00], [0.04, 0.02, 0.08], [0.02, 0.00, -0.02], [-0.07, 0.08, 0.06], [0.08, 0.01, 0.12], [-0.03, 0.01, 0.11], [-0.02, -0.09, -0.15], [0.02, 0.12, 0.13], [-0.05, 0.02, 0.11], [0.06, -0.04, 0.11], [-0.09, 0.01, 0.03], [0.06, -0.05, 0.00], [0.11, -0.01, 0.10], [0.07, 0.12, 0.01], [0.00, 0.11, -0.06], [0.08, 0.10, -0.06], [-0.02, 0.00, 0.07], [-0.04, 0.16, -0.02], [-0.12, -0.08, 0.06], [0.04, -0.12, 0.05], [0.09, 0.06, -0.02], [0.09, 0.01, 0.11], [-0.03, 0.04, 0.07], [-0.08, 0.03, 0.00], [-0.10, 0.01, -0.08], [0.05, -0.07, -0.11], [-0.09, -0.03, -0.11]]}